{
  "formula": "C4N4O",
  "method": "ωB97M-V/def2-TZVPD",
  "spin_multiplicity": 1,
  "charge": 0,
  "gap_ev": [7.41, 7.42],
  "homo_energy_ev": [-11.81, -11.82],
  "elements": ["C", "C", "C", "C", "N", "N", "N", "N", "O"],
  "xyz": [[2.09659, -0.12108, -0.13259], [0.15235, 1.14772, -0.03780], [-2.28554, -0.10620, -0.05730], [0.66637, -0.15680, 0.01850], [3.25318, -0.08228, -0.07149], [-0.28440, 2.19108, 0.10354], [-3.39864, 0.17633, -0.07387], [-0.12300, -1.12953, 0.11091], [-0.14706, -2.32239, 0.13354]]
}


{
  "formula": "C13H15N",
  "method": "ωB97M-V/def2-TZVPD",
  "smiles": "C[C@@H](N)Cc1cccc2ccccc12",
  "spin_multiplicity": 1,
  "charge": 0,
  "gap_ev": 8.93,
  "homo_energy_ev": -8.37,
  "elements": ["C", "C", "N", "C", "C", "C", "C", "C", "C", "C", "C", "C", "C", "C", "H", "H", "H", "H", "H", "H", "H", "H", "H", "H", "H", "H", "H", "H", "H"],
  "xyz": [[1.88758, -1.12417, 1.03452], [2.33007, 0.23208, 0.37046], [3.86561, -0.01342, 0.05079], [1.60919, 0.42709, -0.97282], [0.11042, 1.01960, -0.61928], [-0.09755, 2.29261, -0.17990], [-1.35911, 2.77784, 0.25389], [-2.44092, 1.94220, 0.21033], [-2.23111, 0.54312, -0.01850], [-3.23232, -0.40281, 0.23245], [-3.02060, -1.72442, 0.11012], [-1.70792, -2.25112, -0.30196], [-0.74291, -1.36901, -0.75014], [-0.92865, 0.05938, -0.56982], [0.80737, -1.10855, 1.10777], [2.13169, -1.88550, 0.30495], [2.46102, -1.36518, 1.79009], [2.21648, 1.05789, 1.11232], [4.10015, -0.88185, 0.57376], [3.97777, -0.20380, -0.89912], [2.31081, 1.01532, -1.67176], [1.49008, -0.49133, -1.45665], [0.75784, 2.88852, -0.18002], [-1.52412, 3.83588, 0.30404], [-3.38790, 2.30745, 0.65402], [-4.23210, 0.04064, 0.51017], [-3.76854, -2.42246, 0.40581], [-1.54544, -3.42004, -0.16077], [0.16312, -1.77597, -1.24474]]
}


{
  "formula": "C42H97BF8N12O16S4",
  "method": "ωB97M-V/def2-TZVPD",
  "spin_multiplicity": 1,
  "charge": 4,
  "gap_ev": 4.95,
  "homo_energy_ev": -14.03,
  "elements": ["C", "C", "N", "C", "C", "N", "C", "C", "H", "H", "H", "H", "H", "H", "H", "H", "H", "H", "H", "C", "C", "N", "C", "C", "N", "C", "C", "H", "H", "H", "H", "H", "H", "H", "H", "H", "H", "H", "C", "C", "N", "C", "C", "N", "C", "C", "H", "H", "H", "H", "H", "H", "H", "H", "H", "H", "H", "C", "O", "C", "C", "N", "H", "H", "C", "C", "O", "C", "H", "H", "H", "H", "H", "H", "H", "H", "H", "H", "H", "H", "H", "H", "C", "O", "C", "C", "N", "H", "H", "C", "C", "O", "C", "H", "H", "H", "H", "H", "H", "H", "H", "H", "H", "H", "H", "H", "H", "C", "O", "C", "C", "N", "H", "H", "C", "C", "O", "C", "H", "H", "H", "H", "H", "H", "H", "H", "H", "H", "H", "H", "H", "H", "C", "O", "C", "C", "N", "H", "H", "C", "C", "O", "C", "H", "H", "H", "H", "H", "H", "H", "H", "H", "H", "H", "H", "H", "H", "N", "S", "O", "O", "F", "S", "O", "O", "F", "N", "S", "O", "O", "F", "S", "O", "O", "F", "B", "F", "F", "F", "F"],
  "xyz": [[-7.69946, -9.77567, 4.24223], [-9.05732, -9.52375, 3.70176], [-9.30384, -8.09986, 3.57762], [-9.66651, -7.26300, 4.67167], [-9.83392, -6.00859, 4.14779], [-9.47193, -6.01780, 2.81818], [-9.18074, -7.29559, 2.46520], [-9.34010, -4.81900, 2.04733], [-7.39339, -9.27740, 5.16227], [-6.81068, -9.69616, 3.61537], [-7.66482, -10.83755, 4.49188], [-9.86211, -10.01113, 4.25199], [-9.26428, -9.89080, 2.69547], [-9.86639, -7.60949, 5.67389], [-10.16959, -5.09032, 4.60396], [-8.76848, -7.60535, 1.51719], [-9.61826, -4.96731, 1.00327], [-8.29251, -4.52092, 2.00746], [-9.99191, -4.00476, 2.36124], [-15.17555, 2.05814, 4.01888], [-13.86765, 2.60988, 4.40352], [-13.12367, 3.33035, 3.35187], [-13.39057, 4.63024, 3.05371], [-12.45214, 5.10388, 2.23125], [-11.50445, 4.04905, 1.95959], [-11.98376, 3.00865, 2.70203], [-10.37175, 4.13251, 1.05395], [-15.51738, 1.54108, 4.91539], [-15.11111, 1.36416, 3.18158], [-15.83891, 2.90128, 3.81844], [-13.23618, 1.73195, 4.54140], [-13.83695, 3.19495, 5.32142], [-14.18198, 5.08823, 3.62751], [-12.38622, 6.10496, 1.83369], [-11.52471, 2.03857, 2.81617], [-10.22332, 3.14425, 0.62380], [-9.51744, 4.48002, 1.63516], [-10.51440, 4.88903, 0.28358], [-20.22028, 1.41811, -1.55465], [-19.44560, 2.58819, -1.01706], [-18.01662, 2.44405, -1.10706], [-17.26213, 2.90331, -2.15428], [-15.94552, 2.72341, -1.78176], [-15.90285, 2.13501, -0.56390], [-17.20846, 1.83341, -0.20348], [-14.73257, 1.81583, 0.17398], [-19.71490, 0.97948, -2.41542], [-21.14730, 1.80387, -1.98045], [-20.55427, 0.66773, -0.83907], [-19.76076, 2.80276, 0.00351], [-19.59985, 3.45927, -1.65365], [-17.78148, 3.38972, -2.96549], [-15.02926, 3.08395, -2.22327], [-17.50278, 1.54067, 0.79302], [-14.31710, 0.85987, -0.14076], [-14.96075, 1.76203, 1.23771], [-14.00735, 2.62611, 0.10315], [-8.50963, 0.01195, -11.37628], [-8.02257, -0.33638, -10.12020], [-7.49625, -1.66630, -10.10172], [-6.98886, -2.03720, -8.67928], [-8.06750, -1.77066, -7.59878], [-8.93657, -2.24620, -7.80027], [-7.60061, -2.14613, -6.78161], [-8.25494, -0.30773, -7.35306], [-8.47237, -0.07370, -5.90573], [-9.51385, -0.86325, -5.24811], [-9.82432, -0.51097, -3.92703], [-9.32159, -0.63772, -11.71045], [-7.68746, -0.13679, -12.07830], [-8.94331, 0.99654, -11.54742], [-6.58404, -1.59026, -10.69565], [-8.17705, -2.44958, -10.43689], [-6.16568, -1.48812, -8.22250], [-6.68496, -3.08386, -8.66633], [-9.14634, -0.07748, -7.93629], [-7.39975, 0.26021, -7.71562], [-8.58828, 0.99078, -5.69964], [-7.56043, -0.39290, -5.39641], [-9.01288, -0.49028, -3.19920], [-10.53768, -1.24254, -3.54617], [-10.37846, 0.42809, -3.88466], [-13.54052, 0.65937, -3.28436], [-13.31227, -0.09286, -4.44915], [-12.89532, 0.73958, -5.52475], [-12.67987, -0.14178, -6.77533], [-11.94505, -1.43607, -6.50330], [-11.49303, -1.79906, -7.33328], [-11.14382, -1.14335, -5.94573], [-12.61227, -2.66402, -5.78421], [-13.65361, -3.29640, -6.66901], [-14.70833, -2.39054, -6.88101], [-15.54142, -2.70292, -8.02693], [-12.85402, 1.48338, -3.08845], [-13.51607, -0.02286, -2.43496], [-14.56798, 0.98634, -3.45309], [-12.01343, 1.35628, -5.34669], [-13.74214, 1.37786, -5.78250], [-11.99016, 0.34629, -7.46410], [-13.61669, -0.40239, -7.26445], [-13.00864, -2.20604, -4.87862], [-11.79979, -3.34851, -5.54217], [-13.97859, -4.29462, -6.37119], [-13.11922, -3.45114, -7.61063], [-16.11886, -1.82482, -8.30920], [-16.16115, -3.56755, -7.78686], [-14.93097, -3.06761, -8.85453], [-12.97469, -4.99552, 1.42286], [-13.93230, -6.01924, 1.32664], [-15.02474, -5.74175, 0.44740], [-14.63210, -5.54347, -0.99107], [-13.87277, -6.79183, -1.36106], [-13.16106, -7.03255, -0.67972], [-14.50854, -7.58096, -1.35912], [-13.15924, -6.76934, -2.70388], [-12.18493, -5.57681, -2.93330], [-11.57277, -5.20447, -1.68788], [-10.42766, -4.38157, -1.80545], [-12.28407, -4.86603, 0.58608], [-12.19198, -5.23324, 2.14437], [-13.34191, -4.00251, 1.68452], [-15.45353, -4.82858, 0.86353], [-15.76361, -6.53353, 0.57076], [-13.94178, -4.70786, -1.09580], [-15.51758, -5.58291, -1.62454], [-13.94628, -6.72278, -3.45592], [-12.51455, -7.63709, -2.83753], [-12.57816, -4.61877, -3.28067], [-11.49550, -5.79620, -3.75051], [-9.49761, -4.80903, -2.18175], [-10.24345, -3.84163, -0.87664], [-10.63629, -3.53534, -2.46469], [-8.34740, -3.05468, 5.34776], [-7.92668, -1.84533, 4.76942], [-7.84628, -1.82209, 3.36362], [-7.39729, -0.47497, 2.82672], [-8.29396, 0.70521, 3.21770], [-7.85555, 1.51508, 2.78686], [-9.15729, 0.57299, 2.70401], [-8.42328, 1.01467, 4.75311], [-7.05774, 1.18032, 5.42765], [-7.30631, 1.87653, 6.63318], [-6.09213, 2.18859, 7.28816], [-9.33315, -3.32686, 4.96318], [-8.53538, -2.83201, 6.39751], [-7.68765, -3.91086, 5.19664], [-8.81535, -2.11891, 2.95641], [-7.10786, -2.56659, 3.05710], [-7.58604, -0.48043, 1.75250], [-6.35799, -0.19682, 2.99515], [-9.11803, 0.29170, 5.17829], [-8.98472, 1.94770, 4.69944], [-6.39495, 1.79827, 4.81848], [-6.49291, 0.28475, 5.69196], [-5.59483, 1.33376, 7.75291], [-6.36469, 2.81431, 8.13704], [-5.29409, 2.59482, 6.66498], [-10.54089, 0.16982, 1.63968], [-10.66321, 0.26849, -0.04213], [-11.66178, 1.19426, -0.55366], [-10.46203, -0.89850, -0.85434], [-9.24919, 1.02359, -0.21451], [-11.68525, -0.83410, 1.71631], [-11.34293, -2.21844, 1.53719], [-13.01308, -0.24560, 1.53246], [-11.76657, -0.89476, 3.31174], [-6.79928, 2.86679, 2.38590], [-5.96280, 4.00996, 2.90749], [-6.05293, 5.28642, 2.24128], [-4.74208, 3.61347, 3.53034], [-6.82015, 4.35576, 4.23902], [-6.26084, 2.99771, 0.82505], [-4.85663, 3.14102, 0.49547], [-7.19941, 3.53914, -0.15344], [-6.46603, 1.38626, 0.57607], [-11.64712, 0.52466, 6.67462], [-12.69215, 0.61603, 7.64646], [-10.43339, 0.30651, 7.32063], [-11.91770, -0.54946, 5.82767], [-11.65954, 1.68543, 5.89641]]
}